The following is a quantum chemistry calculation of the molecule C24H28N4O4S, from OMol25.

Orbital gap in hartree: 0.3216
Energy in hartree: -1849.61000
Relative energy (zero: lowest compared OMol25 entry of this formula, charge and spin) in kcal per mole: 9.8

Structure (XYZ):
```
61
C24H28N4O4S the ωB97M-V functional and the def2-TZVPD basis
S -0.499 -2.994 -2.311
O -3.741 0.584 -1.231
O 3.681 -0.055 0.544
O -0.099 -0.829 0.288
O 3.292 -3.674 -2.132
N -0.102 -0.433 -2.645
N 2.036 -2.445 -0.710
N -1.749 0.273 1.335
N -2.213 -0.997 -1.784
C -3.354 -2.009 0.175
C -1.945 2.687 -2.021
C 0.688 2.281 5.162
C -2.036 -2.096 0.951
C 2.876 0.590 -0.417
C -0.449 1.845 2.664
C -1.152 2.531 3.646
C -0.585 2.751 4.889
C -1.002 3.610 -2.409
C 2.283 -3.045 -1.880
C 0.241 3.183 -2.879
C 0.541 1.844 -2.965
C -0.408 0.894 -2.573
C 0.827 1.374 2.945
C 1.393 1.593 4.189
C -2.634 0.333 -1.670
C 3.005 -2.441 0.361
C -1.081 1.563 1.325
C -3.154 -2.012 -1.344
C 1.196 -2.873 -2.939
C -1.197 -0.836 0.824
C -0.964 -1.296 -2.246
C 4.088 -1.357 0.203
C -1.658 1.323 -2.097
H 2.476 -2.291 1.303
H -2.917 2.986 -1.658
H -1.220 4.665 -2.353
H 1.850 0.213 -0.416
H -2.634 0.217 1.813
H 4.470 -1.388 -0.827
H -1.815 2.329 1.066
H -3.897 -1.104 0.450
H -1.138 3.289 5.645
H 3.297 0.474 -1.423
H -2.250 -2.260 2.009
H -2.792 -2.984 -1.681
H 1.380 0.838 2.188
H 2.388 1.227 4.395
H 1.315 -3.647 -3.696
H -4.114 -1.796 -1.822
H 2.870 1.647 -0.151
H -0.314 1.519 0.547
H 3.506 -3.413 0.363
H 0.975 3.916 -3.180
H 1.131 2.454 6.132
H 4.907 -1.585 0.891
H -2.146 2.901 3.433
H -3.977 -2.868 0.428
H 1.273 -1.881 -3.387
H 1.497 1.502 -3.328
H -1.444 -2.936 0.583
H 1.198 -1.891 -0.569
```

natural (NBO) population analysis, charges in e, atoms 1 to 8: S 0.257; O -0.621; O -0.543; O -0.697; O -0.635; N -0.568; N -0.642; N -0.598